a) {
  "formula": "C2H9NS",
  "method": "ωB97M-V/def2-TZVPD",
  "orbital_gap_ev": 9.227,
  "smiles": "CSC.N",
  "charge": 0,
  "elements": ["C", "S", "C", "H", "H", "H", "H", "H", "H", "N", "H", "H", "H"],
  "coordinates": [[-1.837, 2.181, 0.646], [-0.829, 1.502, 1.998], [0.813, 1.469, 1.228], [-1.843, 3.320, 0.871], [-2.929, 1.894, 0.574], [-1.247, 1.985, -0.173], [1.298, 2.431, 1.578], [1.508, 0.652, 1.522], [0.642, 1.620, 0.231], [1.392, -4.359, -2.054], [1.147, -4.495, -3.002], [1.262, -3.423, -1.916], [0.621, -4.778, -1.502]]
}

=====

b) {
  "formula": "C2H9NS",
  "method": "ωB97M-V/def2-TZVPD",
  "orbital_gap_ev": 9.647,
  "smiles": "[H][H].C1CS1.N",
  "charge": 0,
  "elements": ["H", "H", "C", "C", "S", "H", "H", "H", "H", "N", "H", "H", "H"],
  "coordinates": [[-1.134, -0.616, -3.201], [-0.572, -0.914, -2.823], [-0.589, -1.226, 0.703], [-1.479, -0.157, 0.306], [0.041, 0.522, 1.116], [0.225, -1.621, 0.114], [-0.796, -1.794, 1.601], [-1.627, 0.037, -0.747], [-2.308, 0.191, 0.907], [1.728, 0.454, -1.987], [0.825, 0.694, -1.602], [1.994, -0.453, -1.593], [2.407, 1.009, -1.480]]
}

=====

a) has the most favorable energy; the next structure is 0.0340 hartree above.

=====

a) {
  "formula": "C2H9NS",
  "method": "ωB97M-V/def2-TZVPD",
  "orbital_gap_ev": 9.611,
  "smiles": "[H][H].C1CS1.N",
  "charge": 0,
  "elements": ["H", "H", "C", "C", "S", "H", "H", "H", "H", "N", "H", "H", "H"],
  "coordinates": [[-3.030, 5.379, 3.703], [-2.432, 5.730, 3.411], [2.475, -0.184, 0.322], [1.141, -0.677, -0.016], [1.092, 0.712, 1.208], [3.092, -0.547, 1.146], [3.099, -0.055, -0.597], [0.571, -1.600, 0.137], [0.831, -0.259, -0.981], [-1.772, -2.047, -1.863], [-0.883, -1.673, -2.171], [-2.546, -1.735, -2.430], [-1.637, -3.043, -1.870]]
}

=====

b) {
  "formula": "C2H9NS",
  "method": "ωB97M-V/def2-TZVPD",
  "orbital_gap_ev": 9.934,
  "smiles": "[H][H].C1CS1.N",
  "charge": 0,
  "elements": ["H", "H", "C", "C", "S", "H", "H", "H", "H", "N", "H", "H", "H"],
  "coordinates": [[2.783, 0.953, 2.928], [2.966, 1.675, 3.042], [1.099, -1.155, 0.125], [-0.156, -1.106, 0.905], [-0.426, -0.784, -0.852], [1.781, -0.311, 0.141], [1.488, -2.130, -0.124], [-0.239, -0.233, 1.547], [-0.598, -2.018, 1.225], [-0.668, 2.722, -0.055], [-0.302, 1.819, -0.344], [0.048, 3.420, -0.186], [-1.350, 2.931, -0.775]]
}

=====

b) has the most favorable energy; the next structure is 0.0315 hartree above.

=====

a) {
  "formula": "C5H13NO2",
  "method": "ωB97M-V/def2-TZVPD",
  "orbital_gap_ev": 9.500,
  "smiles": "NCCCCC=O.O",
  "charge": 0,
  "elements": ["N", "C", "C", "C", "C", "C", "O", "H", "H", "H", "H", "H", "H", "H", "H", "H", "H", "H", "O", "H", "H"],
  "coordinates": [[-2.400, 0.897, 1.288], [-1.864, 1.179, -0.020], [-1.080, 0.038, -0.686], [0.432, 0.156, -0.490], [1.216, -0.796, -1.389], [1.055, -2.263, -1.126], [1.972, -2.995, -0.874], [-2.890, 0.039, 1.455], [-2.008, 1.346, 2.090], [-1.233, 2.066, 0.073], [-2.655, 1.531, -0.688], [-1.306, 0.104, -1.748], [-1.427, -0.930, -0.314], [0.625, -0.083, 0.558], [0.896, 1.135, -0.535], [0.994, -0.525, -2.437], [2.280, -0.603, -1.418], [0.016, -2.666, -1.134], [2.721, 0.737, 2.160], [2.005, 0.162, 2.451], [2.650, 1.471, 2.785]]
}

=====

b) {
  "formula": "C5H13NO2",
  "method": "ωB97M-V/def2-TZVPD",
  "orbital_gap_ev": 10.223,
  "smiles": "CNC(=O)C(C)C.O",
  "charge": 0,
  "elements": ["C", "N", "C", "O", "C", "C", "C", "H", "H", "H", "H", "H", "H", "H", "H", "H", "H", "H", "O", "H", "H"],
  "coordinates": [[1.707, 0.343, -1.480], [0.809, -0.802, -1.328], [-0.005, -0.983, -0.244], [-0.660, -2.000, -0.106], [-0.093, 0.173, 0.764], [-1.418, 0.044, 1.472], [1.150, 0.062, 1.660], [1.199, 1.245, -1.838], [2.327, 0.145, -2.340], [2.316, 0.530, -0.602], [1.083, -1.576, -1.910], [0.048, 1.012, 0.130], [-1.482, -0.885, 2.026], [-1.604, 0.962, 2.027], [-2.179, 0.005, 0.748], [0.771, 0.097, 2.676], [1.800, 0.930, 1.689], [1.764, -0.823, 1.674], [-2.719, 0.674, -1.370], [-2.367, -0.218, -1.442], [-2.449, 1.065, -2.206]]
}

=====

c) {
  "formula": "C5H13NO2",
  "method": "ωB97M-V/def2-TZVPD",
  "orbital_gap_ev": 8.513,
  "smiles": "C=CC(=C)NC.O.O",
  "charge": 0,
  "elements": ["C", "C", "C", "C", "N", "C", "H", "H", "H", "H", "H", "H", "H", "H", "H", "O", "H", "H", "O", "H", "H"],
  "coordinates": [[1.626, -1.292, -2.244], [1.390, -0.062, -1.821], [1.319, 0.259, -0.396], [2.349, -0.129, 0.362], [0.118, 0.795, 0.058], [-0.136, 1.342, 1.383], [1.617, -2.213, -1.595], [1.687, -1.793, -3.193], [1.213, 0.721, -2.557], [2.377, -0.013, 1.428], [3.180, -0.697, -0.045], [-0.426, 1.316, -0.609], [-0.919, 0.769, 1.884], [0.736, 1.238, 2.040], [-0.342, 2.414, 1.239], [-1.364, -3.205, 1.308], [-0.905, -2.839, 0.535], [-2.229, -3.550, 1.068], [-3.690, 2.035, 0.118], [-3.842, 2.973, -0.035], [-3.759, 1.933, 1.073]]
}

=====

b) has the most favorable energy; the next structure is 0.0321 hartree above.